[1]
C7H32O9 | ωB97M-V/def2-TZVPD

Cartesian coordinates (Å):
O1 -1.16 -0.95 0.26
H1 -1.93 -0.84 -0.24
H2 -1.28 -0.67 1.20
H3 -0.41 -0.46 -0.17
O2 0.85 0.36 -0.79
H4 1.54 1.01 -0.51
C1 1.00 -2.31 -3.19
O3 1.92 -1.35 -2.74
H5 0.55 -2.92 -2.34
H6 1.20 -3.15 -3.97
H7 0.31 -1.79 -3.62
H8 1.66 -0.66 -2.29
C2 3.95 -1.21 0.53
O4 2.57 -1.62 0.60
H9 4.51 -1.77 -0.36
H10 4.62 -1.85 1.19
H11 4.15 -0.23 0.50
H12 2.00 -1.09 -0.07
C3 -2.76 1.61 1.99
O5 -3.26 0.39 1.92
H13 -3.42 2.09 2.69
H14 -2.63 2.21 1.21
H15 -1.74 1.29 2.48
H16 -3.92 0.15 2.62
C4 1.23 2.56 -3.16
O6 0.71 2.76 -1.91
H17 0.63 2.69 -4.00
H18 1.62 1.47 -3.13
H19 2.10 3.37 -3.38
H20 0.72 1.77 -1.42
C5 -2.22 0.97 -2.45
O7 -2.94 -0.06 -1.67
H21 -1.13 0.82 -2.65
H22 -2.15 1.85 -1.87
H23 -2.78 0.99 -3.32
H24 -3.87 0.04 -1.72
C6 -1.56 -2.57 3.41
O8 -0.81 -1.43 2.88
H25 -1.82 -2.32 4.48
H26 -1.04 -3.48 3.44
H27 -2.44 -2.73 2.69
H28 -0.51 -1.02 3.75
C7 1.42 1.31 2.50
O9 0.76 1.99 1.57
H29 1.08 1.33 3.44
H30 2.35 1.59 2.58
H31 1.58 0.17 2.42
H32 0.73 1.74 0.60

Values from the calculation:
Strongest force on any atom ... 9.4 eV/A
Relative energy (zero: lowest compared OMol25 entry of this formula, charge and spin) ... 214.6 kcal per mole
Molar mass ... 260.3 g/mol

Table of Löwdin atomic charges, one value per atom, all in e: 0.257, 0.059, 0.110, 0.081, -0.339, 0.011, -0.144, -0.070, 0.097, 0.113, -0.007, -0.079, -0.167, -0.178, 0.103, 0.085, 0.020, 0.061, -0.185, -0.136, 0.089, 0.039, 0.119, 0.127, -0.249, -0.211, 0.026, 0.094, 0.115, 0.048, -0.059, -0.132, 0.085, 0.069, 0.061, 0.067, -0.104, -0.172, 0.100, 0.052, 0.106, 0.111, -0.227, -0.085, 0.035, 0.028, 0.110, 0.068

---

[2]
C7H34O11 | ωB97M-V/def2-TZVPD

Cartesian coordinates (Å):
C1 -2.02 0.84 1.74
C2 -1.79 -0.22 0.97
C3 -1.05 -0.01 -0.34
C4 0.31 0.05 -0.44
C5 0.89 0.76 -1.61
C6 1.37 -0.35 0.54
C7 1.60 0.75 1.60
H1 -2.63 0.66 2.63
H2 -1.57 1.80 1.55
H3 -2.13 -1.23 1.15
H4 -1.69 0.25 -1.18
H5 1.97 0.88 -1.59
H6 0.46 1.70 -1.99
H7 0.86 0.14 -2.53
H8 2.29 -0.75 0.07
H9 0.94 -1.26 1.03
H10 0.65 1.25 1.57
H11 2.36 1.50 1.41
H12 1.72 0.36 2.65
O1 1.48 -2.93 -0.51
H13 0.53 -2.85 -0.41
H14 1.81 -3.77 -0.18
O2 -0.42 -1.24 3.40
H15 0.01 -0.40 3.61
H16 -0.57 -1.64 4.27
O3 -0.40 -3.31 1.74
H17 -0.59 -4.03 2.34
H18 -0.36 -2.45 2.19
O4 -0.64 3.68 -0.93
H19 -1.61 3.71 -0.83
H20 -0.60 2.97 -1.60
O5 -1.56 -3.26 -0.80
H21 -1.80 -2.35 -0.99
H22 -1.33 -3.22 0.14
O6 -2.08 -0.81 -2.88
H23 -2.43 -1.71 -2.80
H24 -1.14 -1.00 -3.06
O7 1.63 3.22 0.51
H25 2.05 4.08 0.62
H26 0.90 3.45 -0.11
O8 0.88 -1.79 -3.62
H27 1.31 -1.98 -2.78
H28 0.80 -2.65 -4.07
O9 4.06 -1.56 1.48
H29 3.32 -1.94 1.03
H30 3.87 -0.65 1.73
O10 -2.00 2.16 -2.88
H31 -2.89 2.17 -3.22
H32 -1.85 1.23 -2.59
O11 -1.02 4.09 1.74
H33 -1.47 4.26 0.91
H34 -0.41 3.41 1.36

Values from the calculation:
Strongest force on any atom ... 3.2 eV/A
Relative energy (zero: lowest compared OMol25 entry of this formula, charge and spin) ... 61.6 kcal per mole
Structure (SMILES) ... C=C/C=C(/C)CC.O.O.O.O.O.O.O.O.O.O.O
Molar mass ... 294.3 g/mol

Table of Löwdin atomic charges, one value per atom, all in e: 0.016, -0.155, -0.074, -0.275, -0.049, -0.217, -0.081, 0.069, 0.038, 0.082, 0.064, 0.095, 0.064, 0.074, 0.088, 0.089, 0.039, 0.060, 0.080, -0.049, -0.006, 0.062, -0.044, 0.058, 0.077, -0.056, 0.064, -0.007, -0.078, 0.074, 0.013, -0.062, -0.004, -0.009, -0.064, 0.054, 0.037, -0.079, 0.065, 0.005, -0.059, 0.023, 0.062, -0.042, -0.003, 0.017, -0.054, 0.056, 0.010, -0.072, 0.002, 0.003

---

[3]
C7H35BO23Y | ωB97M-V/def2-TZVPD

Cartesian coordinates (Å):
Y1 0.23 -1.74 -4.21
O1 4.01 0.52 5.71
C1 2.96 0.02 5.50
O2 2.33 0.01 4.32
B1 1.04 -0.69 4.51
O3 0.92 -0.99 5.94
C2 2.05 -0.65 6.54
O4 2.27 -0.63 7.71
O5 1.08 -1.91 3.68
C3 0.25 -1.78 2.67
O6 0.08 -2.56 1.77
C4 -0.61 -0.55 2.97
O7 -0.13 0.05 4.00
O8 -1.51 -0.15 2.27
C5 0.59 0.79 -0.26
C6 -0.18 -0.20 -1.10
C7 -1.68 0.20 -1.16
O9 0.37 -0.33 -2.38
H1 1.64 0.51 -0.22
H2 0.18 0.85 0.74
H3 0.39 1.79 -0.66
H4 -0.28 -1.18 -0.61
H5 -2.23 -0.59 -1.69
H6 -1.80 1.14 -1.71
H7 -2.02 0.16 -0.13
O10 -1.76 2.06 -4.37
H8 -1.74 2.71 -3.66
H9 -2.45 2.37 -4.98
O11 2.40 2.06 -2.74
H10 2.15 2.95 -2.39
H11 1.66 1.48 -2.53
O12 -2.44 -3.73 -0.44
H12 -2.89 -3.80 0.41
H13 -3.06 -3.24 -0.99
O13 4.53 1.59 -0.66
H14 4.11 1.34 0.19
H15 3.84 2.01 -1.19
O14 -1.69 2.74 1.96
H16 -1.73 2.83 2.92
H17 -1.39 1.83 1.82
O15 -4.18 0.44 2.80
H18 -3.32 0.15 2.46
H19 -4.82 -0.17 2.43
O16 4.10 -1.87 -0.19
H20 3.82 -2.76 -0.46
H21 3.48 -1.63 0.51
O17 3.38 1.66 1.97
H22 3.29 1.03 2.70
H23 3.01 2.48 2.31
O18 1.49 4.33 -1.55
H24 1.49 4.89 -0.77
H25 0.56 4.12 -1.70
O19 0.79 -4.08 -0.72
H26 1.47 -4.14 -0.05
H27 -0.02 -3.94 -0.22
O20 -5.12 -0.04 -0.55
H28 -4.33 -0.57 -0.44
H29 -5.72 -0.35 0.14
O21 -1.23 -2.84 -2.85
H30 -2.15 -2.79 -3.13
H31 -1.26 -3.05 -1.89
O22 -1.88 -0.60 -4.30
H32 -1.91 0.35 -4.01
H33 -2.80 -0.82 -4.50
O23 0.79 0.58 -5.06
H34 1.49 1.04 -5.55
H35 0.08 1.25 -4.94

Values from the calculation:
Strongest force on any atom ... 6.5 eV/A
Relative energy (zero: lowest compared OMol25 entry of this formula, charge and spin) ... 31.6 kcal per mole
Charge ... +1
Molar mass ... 587.1 g/mol

Table of Löwdin atomic charges, one value per atom, all in e: 1.949, 0.192, -0.388, 0.190, -0.857, 0.245, -0.384, 0.194, 0.260, -0.380, 0.129, -0.375, 0.290, 0.073, -0.011, -0.519, -0.037, -0.323, 0.087, 0.067, 0.081, 0.115, 0.045, 0.079, 0.077, -0.023, 0.096, 0.102, -0.078, 0.006, -0.018, -0.023, 0.088, 0.039, -0.084, -0.013, -0.011, -0.062, 0.047, -0.022, -0.055, -0.012, 0.010, -0.043, 0.018, 0.029, -0.042, 0.031, 0.059, -0.034, 0.081, 0.047, -0.067, 0.046, -0.004, -0.049, -0.005, 0.040, -0.115, 0.088, 0.066, -0.129, 0.040, 0.108, -0.098, 0.106, 0.045